[1]
A structure of composition C36H36Cl2HgOP3S2, computed with ωB97M-V with the def2-TZVPD basis set.

Last column: Löwdin spin population.
CARTESIAN COORDINATES (ANGSTROEM)
Hg1 -0.798 -0.602 0.011  0.00
Cl1 1.513 0.304 1.514  0.04
Cl2 1.702 -1.463 5.479  0.18
S1 -1.866 2.158 -2.253  0.00
S2 1.351 -2.982 -0.962  0.00
P1 -0.539 0.838 -2.923  0.00
P2 -1.610 1.965 1.200  0.00
P3 0.563 -1.994 -2.489  0.00
O1 -2.969 -0.975 2.111  0.00
C1 1.720 -1.477 -5.042  0.00
C2 -0.840 1.829 -5.545  0.00
C3 -1.673 0.541 -7.402  0.00
C4 -0.881 5.877 0.080  0.00
C5 -0.919 0.712 -4.712  0.00
C6 3.179 2.477 -3.835  0.00
C7 -1.862 -1.355 1.769  0.00
C8 -0.847 3.603 0.907  0.00
C9 -0.419 -5.244 -4.851  0.00
C10 3.998 -0.765 -5.348  0.00
C11 2.653 -1.012 4.150  0.71
C12 1.909 -1.552 -3.663  0.00
C13 0.297 -4.231 -4.231  0.00
C14 2.758 -1.091 -5.881  0.00
C15 3.155 -1.219 -3.138  0.00
C16 1.580 2.002 -1.623  0.00
C17 -0.349 -3.292 -3.429  0.00
C18 -1.723 -3.406 -3.239  0.00
C19 -1.138 -2.385 2.607  0.00
C20 -2.441 -4.428 -3.848  0.00
C21 3.631 2.826 -2.572  0.00
C22 1.150 4.967 0.969  0.00
C23 -1.792 -5.346 -4.663  0.00
C24 4.190 -0.825 -3.974  0.00
C25 -1.790 -0.565 -6.573  0.00
C26 -0.460 -0.675 -2.147  0.00
C27 2.829 2.576 -1.464  0.00
C28 0.507 3.763 1.216  0.00
C29 1.930 1.885 -3.993  0.00
C30 -3.399 2.344 1.115  0.00
C31 -1.201 1.741 -6.880  0.00
C32 1.111 1.654 -2.891  0.00
C33 -1.527 4.674 0.331  0.00
C34 -1.379 1.845 3.018  0.00
C35 -1.415 -0.475 -5.237  0.00
C36 0.460 6.031 0.402  0.00
H1 -2.217 -2.668 -2.616  0.00
H2 4.809 -0.457 -5.999  0.00
H3 -1.426 6.691 -0.386  0.00
H4 2.791 -1.738 3.370  0.03
H5 -2.566 4.564 0.046  0.00
H6 3.125 -0.049 4.192  0.03
H7 -1.766 -2.765 3.418  0.00
H8 -0.513 2.775 -5.132  0.00
H9 -0.332 1.610 3.213  0.00
H10 1.371 -4.174 -4.360  0.00
H11 3.806 2.638 -4.706  0.00
H12 4.610 3.275 -2.447  0.00
H13 0.759 -1.723 -5.475  0.00
H14 -0.789 -3.191 1.956  0.00
H15 2.204 5.065 1.205  0.00
H16 -0.236 -1.907 3.003  0.00
H17 -1.516 -1.333 -4.587  0.00
H18 -3.910 1.461 1.503  0.00
H19 -2.352 -6.138 -5.146  0.00
H20 -1.984 1.010 3.378  0.00
H21 2.591 -1.040 -6.951  0.00
H22 0.097 -5.962 -5.480  0.00
H23 -3.680 3.226 1.698  0.00
H24 1.615 1.584 -4.984  0.00
H25 -3.692 2.473 0.073  0.00
H26 5.148 -0.553 -3.546  0.00
H27 1.062 2.919 1.617  0.00
H28 -1.674 2.762 3.534  0.00
H29 3.173 2.817 -0.464  0.00
H30 -3.510 -4.503 -3.686  0.00
H31 -1.126 2.617 -7.516  0.00
H32 3.300 -1.276 -2.066  0.00
H33 -2.173 -1.504 -6.958  0.00
H34 0.978 1.801 -0.745  0.00
H35 -1.958 0.475 -8.446  0.00
H36 0.970 6.965 0.195  0.00

## Properties
* energy above the lowest of the compared OMol25 structures with the same formula, charge and spin: 1.9 kcal per mole
* maximum force: 0.652 eV Å⁻¹
* total charge: -2
* multiplicity: 2
* <S²>: 0.7545

---

[2]
A structure of composition C36H36Cl8CuF12N6O16S4 at a distorted geometry, computed with ωB97M-V with the def2-TZVPD basis set.

Last column: Löwdin spin population.
CARTESIAN COORDINATES (ANGSTROEM)
Cu1 3.436 -1.963 -0.483  0.00
Cl1 1.282 8.463 3.155  0.00
Cl2 3.874 10.311 3.287  0.00
Cl3 -6.148 3.637 6.188  0.00
Cl4 0.007 3.721 -11.623  0.00
Cl5 -5.321 11.399 -6.606  0.00
Cl6 -2.626 9.746 -5.256  0.00
Cl7 -6.142 6.738 4.574  0.00
Cl8 -3.064 4.432 -10.540  0.00
S1 -0.430 1.130 -2.781  -0.03
S2 8.694 -2.931 -0.084  0.00
S3 -1.313 0.833 -0.290  0.02
S4 8.082 -1.372 -2.161  0.00
F1 7.979 -5.392 -0.827  0.00
F2 7.416 -5.122 1.274  0.00
F3 9.521 -3.100 -3.638  0.00
F4 0.697 3.064 -1.396  0.00
F5 -3.084 -1.008 -1.292  0.01
F6 0.491 3.542 -3.465  0.00
F7 -3.523 -0.406 0.713  0.01
F8 8.624 -1.267 -4.721  0.00
F9 7.378 -2.954 -4.147  0.00
F10 -1.857 -1.682 0.449  0.01
F11 9.493 -5.384 0.828  0.00
F12 -1.223 3.588 -2.220  0.00
O1 1.169 -6.045 3.590  0.00
O2 -4.146 -3.872 -14.156  0.00
O3 -7.357 -6.228 5.829  0.00
O4 10.017 -2.964 -0.684  0.00
O5 1.971 -6.391 5.574  0.00
O6 0.471 0.582 -3.795  0.26
O7 4.475 1.555 3.935  0.00
O8 8.700 -2.226 1.188  0.00
O9 -2.165 -3.477 -15.025  0.00
O10 -2.173 1.980 -0.575  0.01
O11 5.561 3.364 3.830  0.00
O12 -6.484 -8.095 6.400  0.00
O13 9.230 -0.530 -1.845  0.00
O14 -1.865 1.133 -3.211  0.43
O15 -0.676 0.902 1.003  0.00
O16 6.804 -0.655 -2.431  0.00
N1 -0.052 0.395 -1.470  0.27
N2 7.490 -2.577 -0.988  0.00
N3 1.246 -6.697 4.666  0.00
N4 4.928 2.581 4.494  0.00
N5 -6.596 -6.839 6.556  0.00
N6 -2.986 -3.513 -14.081  0.00
C1 -2.956 -3.410 -10.359  0.00
C2 -4.438 -4.065 7.765  0.00
C3 -2.577 -0.704 -0.125  0.03
C4 -0.825 -2.675 -11.259  0.00
C5 -1.160 -2.974 -12.543  0.00
C6 -2.503 -3.221 -12.748  0.00
C7 -0.479 3.651 -9.896  0.00
C8 8.425 -2.199 -3.816  0.00
C9 -5.184 10.616 -4.940  0.00
C10 4.662 4.442 7.750  0.00
C11 -0.099 2.996 -2.420  0.00
C12 -0.710 -8.163 4.021  0.00
C13 0.395 -8.593 6.204  0.00
C14 -1.431 -9.894 5.476  0.00
C15 -1.711 -2.879 -10.168  0.00
C16 -5.514 3.902 4.537  0.00
C17 -1.575 -9.224 4.306  0.00
C18 8.412 -4.869 0.340  0.00
C19 -4.154 -5.983 9.198  0.00
C20 3.856 2.246 8.078  0.00
C21 -1.966 3.253 -9.723  0.00
C22 4.687 2.903 5.900  0.00
C23 2.710 10.370 1.966  0.00
C24 -5.324 -4.777 6.921  0.00
C25 4.082 3.506 8.561  0.00
C26 -5.718 -6.076 7.420  0.00
C27 -3.765 -4.662 8.830  0.00
C28 -3.433 -3.460 -11.671  0.00
C29 -4.910 5.375 4.454  0.00
C30 2.135 8.980 1.735  0.00
C31 -5.036 -6.662 8.494  0.00
C32 -0.448 -9.628 6.363  0.00
C33 4.080 1.928 6.728  0.00
C34 0.289 -7.868 4.921  0.00
C35 4.924 4.255 6.423  0.00
C36 -3.819 10.743 -4.372  0.00
H1 -4.725 3.182 4.317  0.00
H2 4.743 5.435 8.167  0.00
H3 1.864 11.007 2.224  0.00
H4 -4.211 -3.026 7.575  0.00
H5 3.838 3.878 9.545  0.00
H6 -6.320 3.753 3.818  0.00
H7 0.151 -2.238 -11.113  0.00
H8 0.153 2.887 -9.444  0.00
H9 -2.982 -4.150 9.369  0.00
H10 -3.609 -3.534 -9.508  0.00
H11 -5.925 11.058 -4.274  0.00
H12 -2.153 3.213 -8.650  0.00
H13 3.775 0.975 6.322  0.00
H14 -2.401 -9.471 3.656  0.00
H15 1.503 8.873 0.854  0.00
H16 -3.547 11.783 -4.549  0.00
H17 -2.077 2.208 -10.014  0.00
H18 -5.640 9.642 -5.119  0.00
H19 -1.277 -2.883 -9.179  0.00
H20 -3.684 -6.396 10.079  0.00
H21 -3.930 10.430 -3.334  0.00
H22 3.180 10.841 1.102  0.00
H23 -4.429 -3.799 -11.915  0.00
H24 -5.145 -7.673 8.858  0.00
H25 -4.193 5.612 3.667  0.00
H26 -2.190 -10.612 5.749  0.00
H27 -0.672 -7.679 3.056  0.00
H28 -0.580 -10.180 7.282  0.00
H29 1.149 -8.351 6.939  0.00
H30 -5.808 -4.330 6.064  0.00
H31 5.235 5.107 5.837  0.00
H32 3.221 1.501 8.536  0.00
H33 -4.125 5.453 5.206  0.00
H34 2.933 8.239 1.696  0.00
H35 -0.501 -3.001 -13.398  0.00
H36 -0.347 4.664 -9.516  0.00

## Properties
* energy above the lowest of the compared OMol25 structures with the same formula, charge and spin: 323.8 kcal per mole
* maximum force: 5.170 eV Å⁻¹
* multiplicity: 2
* <S²>: 0.7660

---

[3]
A structure of composition C36H36N4O2Os, computed with ωB97M-V with the def2-TZVPD basis set.

Last column: Mulliken charge in e.
CARTESIAN COORDINATES (ANGSTROEM)
Os1 -0.233 0.405 -0.883  1.88
O1 -1.239 -1.698 0.801  -0.56
O2 -1.064 1.904 -0.213  -0.86
N1 -1.681 0.751 -2.435  -0.74
N2 1.064 0.145 0.769  0.48
N3 0.822 -0.165 -2.627  -0.66
N4 -2.331 -1.578 -1.249  -0.50
C1 -2.134 4.203 0.804  -0.21
C2 1.090 3.775 -3.380  -1.27
C3 1.079 -2.235 0.258  -0.67
C4 -1.895 -6.126 -1.312  -0.46
C5 2.932 2.691 -2.278  -1.02
C6 -0.166 -4.469 -1.083  -0.22
C7 2.400 3.299 -3.403  -0.37
C8 -0.111 5.424 0.347  -0.16
C9 -0.718 -5.552 -1.761  -1.14
C10 -2.087 6.597 1.050  -0.55
C11 -2.518 -5.625 -0.173  -0.96
C12 0.841 3.012 -1.096  0.09
C13 1.341 1.185 1.583  0.39
C14 2.832 -0.181 2.873  -1.08
C15 -0.048 -3.117 2.312  -0.63
C16 0.316 3.619 -2.246  -0.19
C17 0.186 0.344 -3.887  -0.25
C18 -0.784 -3.962 0.053  -0.23
C19 -0.751 6.610 0.667  -1.06
C20 0.501 -3.725 4.972  -0.52
C21 0.912 -4.587 3.963  -0.99
C22 -1.457 -1.178 -0.437  0.61
C23 -0.455 -2.255 3.322  -0.12
C24 0.630 2.508 1.440  -1.41
C25 -1.963 -4.555 0.507  -0.31
C26 2.228 1.039 2.637  -1.07
C27 0.634 -4.287 2.639  -0.49
C28 -0.248 -2.781 0.843  3.47
C29 -0.064 2.915 0.143  2.57
C30 -0.803 4.217 0.409  -0.80
C31 -2.774 5.396 1.116  -0.94
C32 1.592 -1.070 1.042  -0.46
C33 -0.185 -2.566 4.650  -1.05
C34 -1.299 0.159 -3.736  -0.71
C35 2.493 -1.256 2.070  -0.52
C36 2.161 2.560 -1.122  -0.21
H1 0.682 4.279 -4.246  0.47
H2 2.433 1.893 3.269  0.61
H3 -0.210 7.545 0.615  0.44
H4 1.327 3.305 1.705  0.66
H5 0.767 -4.058 -1.448  0.41
H6 -2.589 7.523 1.295  0.44
H7 0.448 1.397 -3.959  0.01
H8 2.626 2.144 -0.238  0.43
H9 0.593 -0.183 -4.749  0.46
H10 3.011 3.435 -4.286  0.47
H11 -3.429 -6.080 0.191  0.46
H12 0.931 -1.973 -0.798  -0.50
H13 0.929 5.446 0.040  0.46
H14 -2.680 3.271 0.864  0.45
H15 -2.844 -2.386 -0.888  0.40
H16 1.817 -3.036 0.262  1.00
H17 -0.219 -5.950 -2.634  0.45
H18 -0.691 4.021 -2.219  0.63
H19 -1.567 -0.897 -3.702  0.32
H20 -2.437 -4.179 1.407  0.45
H21 -2.536 0.291 -2.122  0.35
H22 -3.814 5.382 1.414  0.45
H23 0.842 -1.185 -2.674  0.40
H24 -1.835 0.622 -4.564  0.51
H25 -1.861 1.749 -2.524  0.31
H26 1.434 -5.502 4.209  0.46
H27 0.704 -3.967 6.007  0.47
H28 3.536 -0.301 3.686  0.48
H29 -2.323 -6.969 -1.837  0.46
H30 3.962 2.359 -2.275  0.53
H31 2.892 -2.244 2.252  0.57
H32 -0.523 -1.900 5.433  0.47
H33 -0.999 -1.352 3.081  0.50
H34 1.792 0.149 -2.591  0.32
H35 0.932 -4.977 1.859  0.44
H36 -0.145 2.535 2.214  0.65

## Properties
* energy above the lowest of the compared OMol25 structures with the same formula, charge and spin: 0.2 kcal per mole
* maximum force: 0.218 eV Å⁻¹
* total charge: +2
* multiplicity: 1

---

Question: The lowest multiplicity belongs to which entry?
Answer: C36H36N4O2Os

---

Question: Number 3 is which compound?
Answer: C36H36N4O2Os

---

Question: Which formula does entry 1 have?
Answer: C36H36Cl2HgOP3S2